Entry from the Open Molecules 2025 dataset: C6H10N2 as an isolated structure (ωB97M-V/def2-TZVPD).

The calculation puts the gap between HOMO and LUMO (alpha / beta) at 7.881 / 7.283 eV. Its total charge is 0. The calculation puts the LUMO energy (alpha / beta) at 0.397 / 0.831 eV. The calculation puts the energy above the lowest of the compared OMol25 structures with the same formula, charge and spin at 6.5181 eV. The highest occupied orbital energy (alpha / beta) is -7.48 / -6.45 eV.

Element x y z (Å)
1 C -0.078 0.174 -1.633
2 C -0.288 0.276 -0.131
3 C -1.026 -0.818 0.500
4 N -0.606 2.572 -0.351
5 C 0.846 -0.417 0.799
6 C -1.490 -1.590 1.447
7 C 1.806 -1.205 0.300
8 N -0.423 1.494 0.480
9 H -0.085 2.582 -1.225
10 H -0.461 3.423 0.172
11 H 0.891 0.042 1.776
12 H 0.037 -0.865 -1.934
13 H -0.956 0.573 -2.143
14 H 0.812 0.724 -1.947
15 H -2.442 -2.096 1.297
16 H -0.980 -1.805 2.385
17 H 1.757 -1.645 -0.686
18 H 2.686 -1.419 0.893

---

Entry from the Open Molecules 2025 dataset: C43H51N7O7PSeSiTa as an isolated structure (ωB97M-V/def2-TZVPD).

The calculation puts the gap between HOMO and LUMO at 6.227 eV. Its total charge is +2. The calculation puts the LUMO energy at -5.515 eV. The calculation puts the energy above the lowest of the compared OMol25 structures with the same formula, charge and spin at 1.2129 eV. The highest occupied orbital energy is -11.74 eV.

Element x y z (Å)
1 Ta 0.729 0.532 0.645
2 O 3.406 8.150 1.711
3 C 2.669 7.133 2.185
4 O 1.957 7.268 3.138
5 C 2.752 5.826 1.451
6 C 2.510 5.747 0.087
7 C 2.388 4.505 -0.521
8 C 2.524 3.353 0.241
9 C 2.836 3.425 1.595
10 C 2.940 4.663 2.197
11 N 2.229 2.073 -0.351
12 C 2.800 1.833 -1.470
13 C 2.494 0.631 -2.237
14 C 3.130 0.353 -3.436
15 C 2.814 -0.834 -4.086
16 C 1.909 -1.693 -3.496
17 C 1.324 -1.333 -2.284
18 N 1.584 -0.185 -1.681
19 H 3.975 7.856 0.988
20 H 2.347 6.645 -0.496
21 H 2.095 4.448 -1.562
22 H 2.957 2.518 2.172
23 H 3.130 4.739 3.259
24 H 3.535 2.526 -1.872
25 H 3.852 1.047 -3.844
26 H 3.279 -1.083 -5.031
27 H 1.636 -2.631 -3.959
28 H 0.615 -1.990 -1.796
29 C 0.018 -6.184 -4.884
30 O 1.124 -5.535 -4.271
31 C 1.397 -5.840 -2.982
32 C 2.551 -5.248 -2.460
33 C 2.913 -5.448 -1.149
34 C 2.134 -6.273 -0.337
35 C 1.037 -6.930 -0.879
36 C 0.640 -6.698 -2.188
37 N 2.441 -6.597 1.019
38 N 2.829 -5.745 1.824
39 C 2.771 -4.344 1.490
40 C 3.917 -3.588 1.484
41 C 3.903 -2.204 1.198
42 C 2.687 -1.603 0.985
43 O 2.467 -0.313 0.702
44 C 1.494 -2.359 1.059
45 N 0.358 -1.623 0.866
46 C -0.800 -2.254 0.937
47 C -0.897 -3.625 1.217
48 C 0.237 -4.368 1.410
49 C 1.499 -3.735 1.316
50 H -0.012 -5.823 -5.907
51 H -0.916 -5.928 -4.378
52 H 0.153 -7.267 -4.884
53 H 3.176 -4.660 -3.118
54 H 3.829 -5.008 -0.780
55 H 0.488 -7.627 -0.259
56 H -0.229 -7.208 -2.579
57 H 4.862 -4.082 1.669
58 H 4.819 -1.632 1.171
59 H -1.684 -1.649 0.804
60 H -1.880 -4.063 1.301
61 H 0.173 -5.421 1.651
62 N -0.980 -0.778 5.231
63 C -2.147 0.112 4.969
64 P -2.909 -0.566 3.420
65 O -2.609 -2.020 3.514
66 O -2.573 0.265 2.212
67 C -4.740 -0.277 3.564
68 N -5.096 0.433 2.288
69 H -0.692 -0.791 6.207
70 H -0.186 -0.458 4.631
71 H -1.256 -1.723 4.904
72 H -1.795 1.136 4.865
73 H -2.833 0.024 5.811
74 H -5.022 0.349 4.409
75 H -5.277 -1.220 3.626
76 H -5.665 1.263 2.435
77 H -5.576 -0.181 1.631
78 H -4.152 0.678 1.873
79 C -0.918 4.023 2.317
80 C -0.654 3.685 0.890
81 O 0.015 2.689 0.598
82 C -1.124 4.570 -0.185
83 C -0.992 4.162 -1.516
84 C -1.431 4.980 -2.538
85 C -1.993 6.216 -2.242
86 C -2.118 6.636 -0.924
87 C -1.691 5.814 0.105
88 H -0.612 3.194 2.950
89 H -1.970 4.265 2.468
90 H -0.339 4.913 2.581
91 H -0.547 3.200 -1.731
92 H -1.339 4.663 -3.568
93 H -2.332 6.859 -3.043
94 H -2.545 7.604 -0.700
95 H -1.778 6.156 1.127
96 Se 0.776 0.804 2.995
97 C -3.794 -1.139 -0.452
98 Si -2.449 -0.362 -1.555
99 C -1.895 -1.687 -2.768
100 C -3.315 0.983 -2.553
101 C -1.056 0.533 -0.636
102 H -3.951 -2.187 -0.713
103 H -4.741 -0.627 -0.645
104 H -3.578 -1.094 0.616
105 H -2.746 -1.937 -3.408
106 H -1.578 -2.614 -2.284
107 H -1.093 -1.343 -3.422
108 H -4.233 0.615 -3.013
109 H -2.674 1.352 -3.357
110 H -3.572 1.843 -1.929
111 H -1.629 1.345 -0.172
112 H -0.517 1.002 -1.479

---

Entry from the Open Molecules 2025 dataset: C18H32NPSiSr as an isolated structure (ωB97M-V/def2-TZVPD).

The calculation puts the gap between HOMO and LUMO at 5.254 eV. Its total charge is 0. The calculation puts the LUMO energy at -0.808 eV. The calculation puts the energy above the lowest of the compared OMol25 structures with the same formula, charge and spin at 0.0000 eV. The highest occupied orbital energy is -6.06 eV.

Element x y z (Å)
1 C -2.719 0.086 -4.015
2 C -2.524 -1.123 -3.345
3 C -1.816 -1.165 -2.101
4 C -1.334 0.019 -1.570
5 C -1.500 1.220 -2.250
6 C -2.221 1.272 -3.466
7 C -1.660 -2.476 -1.385
8 C -0.307 -3.254 -1.488
9 N 0.950 -2.581 -1.560
10 Sr -1.020 0.444 1.308
11 C -0.856 2.457 -1.650
12 P 0.736 2.027 -0.760
13 H -2.928 -2.061 -3.752
14 H -2.368 2.243 -3.959
15 H -3.278 0.109 -4.957
16 H -1.499 2.922 -0.877
17 H -0.635 3.227 -2.411
18 H -1.941 -2.352 -0.325
19 H -2.442 -3.146 -1.777
20 H -0.285 -3.879 -0.577
21 C 1.220 3.729 -0.293
22 C 1.781 1.855 -2.260
23 H -0.418 -3.927 -2.373
24 C 1.375 -1.921 -2.759
25 C 1.964 -2.950 -0.606
26 H 0.368 2.970 2.284
27 H 1.776 -2.644 -3.510
28 H 0.541 -1.360 -3.215
29 H 2.187 -1.211 -2.516
30 H 2.608 -3.775 -0.970
31 H 2.632 -2.096 -0.400
32 H 1.494 -3.269 0.339
33 H 1.935 2.848 -2.702
34 H 2.757 1.435 -1.972
35 H 1.307 1.192 -3.000
36 H 1.229 4.358 -1.193
37 H 0.518 4.132 0.446
38 H 2.224 3.708 0.151
39 H 1.876 2.103 2.163
40 C -1.609 0.715 5.556
41 Si 0.028 0.078 4.881
42 C 1.395 0.589 6.067
43 C -0.007 -1.799 4.742
44 C 0.350 1.096 3.338
45 C 0.894 2.076 2.644
46 H -1.605 0.775 6.655
47 H -2.487 0.123 5.250
48 H -1.731 1.738 5.162
49 H 1.156 0.426 7.130
50 H 2.330 0.058 5.836
51 H 1.571 1.664 5.913
52 H -0.902 -2.211 4.255
53 H 0.857 -2.195 4.190
54 H 0.033 -2.297 5.724

---

Entry from the Open Molecules 2025 dataset: the molecule C8H9NO2S (ωB97M-V/def2-TZVPD).

The calculation puts the gap between HOMO and LUMO at 9.524 eV. Its total charge is 0. The calculation puts the LUMO energy at 0.601 eV. The calculation puts the energy above the lowest of the compared OMol25 structures with the same formula, charge and spin at 4.7535 eV. The highest occupied orbital energy is -8.92 eV. As for the SMILES: NS(=O)(=O)C#CCC1C=CC=C1.

Element x y z (Å)
1 C 2.216 2.280 -1.840
2 C 2.694 1.077 -0.996
3 C 0.893 2.215 -1.685
4 C -1.187 -0.727 -0.328
5 C 1.638 0.418 -0.484
6 C -1.374 -1.590 0.481
7 C -0.793 0.180 -1.438
8 C 0.380 1.114 -0.820
9 N -2.577 -1.670 2.918
10 O -1.323 -3.693 1.916
11 O -0.039 -1.753 2.576
12 S -1.244 -2.271 2.053
13 H 2.832 3.077 -2.354
14 H 3.693 0.870 -0.900
15 H 0.295 2.921 -2.096
16 H 1.718 -0.435 0.115
17 H -0.375 -0.589 -2.216
18 H -1.753 0.771 -1.770
19 H -0.089 1.553 0.101
20 H -2.372 -1.381 3.820
21 H -3.233 -2.368 2.947

---

Entry from the Open Molecules 2025 dataset: a 11-piece molecular cluster, C44H99Br8N5O16 overall (ωB97M-V/def2-TZVPD).

The calculation puts the gap between HOMO and LUMO at 8.356 eV. Its total charge is 0. The calculation puts the LUMO energy at -0.062 eV. The highest occupied orbital energy is -8.42 eV. As for the SMILES: COCCNCCOC.COCCNCCOC.COCCNCCOC.COCCNCCOC.COCCNCCOC.O=C1OCCO1.O=C1OCCO1.BrCCBr.BrCCBr.BrCCBr.BrCCBr.

Element x y z (Å)
1 C 6.510 -0.726 -11.371
2 O 5.161 -0.790 -10.845
3 C 4.963 -0.170 -9.584
4 C 3.386 -0.233 -9.370
5 N 2.995 -1.601 -8.969
6 C 1.505 -1.739 -9.170
7 C 1.084 -2.983 -8.412
8 O 1.460 -4.120 -9.192
9 C 1.301 -5.362 -8.642
10 H 6.513 -0.735 -12.461
11 H 7.058 -1.550 -10.916
12 H 6.969 0.215 -11.069
13 H 5.273 0.868 -9.701
14 H 5.600 -0.709 -8.883
15 H 2.938 0.129 -10.295
16 H 3.061 0.463 -8.596
17 H 3.395 -2.247 -9.634
18 H 1.222 -1.873 -10.214
19 H 0.953 -0.877 -8.796
20 H 0.025 -3.075 -8.168
21 H 1.622 -3.090 -7.470
22 H 0.239 -5.551 -8.794
23 H 1.552 -5.412 -7.583
24 H 1.943 -6.102 -9.119
25 C -0.232 -6.110 -11.773
26 O 0.941 -5.433 -12.394
27 C 0.874 -4.047 -12.739
28 C 2.309 -3.533 -12.718
29 N 2.585 -2.107 -12.710
30 C 2.246 -1.342 -13.883
31 C 2.756 0.133 -13.885
32 O 4.183 0.220 -13.860
33 C 4.488 1.616 -13.595
34 H -1.028 -5.451 -11.423
35 H 0.085 -6.665 -10.890
36 H -0.662 -6.780 -12.517
37 H 0.268 -3.510 -12.008
38 H 0.427 -3.884 -13.720
39 H 2.904 -3.970 -13.520
40 H 2.548 -3.907 -11.722
41 H 3.526 -1.900 -12.408
42 H 1.172 -1.388 -14.066
43 H 2.670 -1.859 -14.743
44 H 2.328 0.707 -13.064
45 H 2.430 0.678 -14.771
46 H 4.070 1.816 -12.609
47 H 4.203 2.303 -14.392
48 H 5.566 1.728 -13.481
49 C -5.985 -1.464 -13.402
50 O -4.627 -1.181 -13.801
51 C -3.724 -2.239 -13.616
52 C -2.309 -1.904 -14.123
53 N -2.395 -1.594 -15.527
54 C -1.126 -1.078 -16.026
55 C -1.379 -0.679 -17.502
56 O -2.309 0.412 -17.691
57 C -2.029 1.541 -16.884
58 H -6.572 -2.151 -14.012
59 H -6.404 -0.460 -13.458
60 H -6.075 -1.780 -12.362
61 H -4.034 -3.142 -14.142
62 H -3.617 -2.479 -12.559
63 H -1.667 -2.772 -13.970
64 H -1.849 -1.177 -13.454
65 H -3.200 -0.983 -15.530
66 H -0.308 -1.798 -16.003
67 H -0.790 -0.290 -15.352
68 H -1.941 -1.476 -17.990
69 H -0.483 -0.586 -18.115
70 H -2.462 1.478 -15.886
71 H -2.312 2.447 -17.421
72 H -0.987 1.743 -16.638
73 C 2.558 10.123 -13.734
74 O 2.068 9.159 -14.651
75 C 0.778 8.535 -14.239
76 C -0.378 9.602 -14.192
77 N -0.459 10.421 -15.394
78 C -0.980 9.743 -16.555
79 C -2.475 9.193 -16.459
80 O -2.520 7.763 -16.296
81 C -1.815 6.870 -17.067
82 H 2.749 9.620 -12.786
83 H 1.863 10.948 -13.578
84 H 3.529 10.481 -14.076
85 H 0.850 7.940 -13.328
86 H 0.413 7.781 -14.936
87 H -0.242 10.214 -13.301
88 H -1.339 9.105 -14.056
89 H 0.479 10.643 -15.696
90 H -0.287 8.995 -16.939
91 H -0.985 10.483 -17.355
92 H -2.920 9.453 -17.419
93 H -2.932 9.697 -15.607
94 H -1.861 7.029 -18.144
95 H -2.362 5.929 -17.011
96 H -0.738 6.830 -16.903
97 C -0.945 0.455 -11.209
98 O -2.061 1.139 -11.715
99 C -3.052 1.492 -10.676
100 C -4.400 2.102 -11.208
101 N -4.354 3.507 -11.588
102 C -4.184 3.769 -13.007
103 C -2.763 4.132 -13.381
104 O -2.264 5.266 -12.686
105 C -2.464 6.409 -13.436
106 H -0.234 0.348 -12.029
107 H -1.166 -0.505 -10.743
108 H -0.413 1.077 -10.489
109 H -2.516 2.202 -10.046
110 H -3.201 0.619 -10.040
111 H -5.137 1.920 -10.426
112 H -4.703 1.551 -12.099
113 H -3.467 3.859 -11.258
114 H -4.748 4.667 -13.258
115 H -4.710 3.006 -13.580
116 H -2.584 4.045 -14.453
117 H -2.107 3.312 -13.090
118 H -1.590 6.607 -14.056
119 H -2.623 7.253 -12.766
120 H -3.415 6.420 -13.969
121 Br -6.824 7.780 -19.062
122 C -5.381 6.810 -18.154
123 C -5.882 5.468 -17.672
124 Br -4.543 4.482 -16.580
125 H -4.975 7.450 -17.371
126 H -4.549 6.645 -18.838
127 H -6.292 4.865 -18.482
128 H -6.733 5.571 -16.998
129 Br 2.543 3.185 -10.491
130 C 0.754 3.993 -10.741
131 C 0.262 4.369 -9.317
132 Br -1.728 4.673 -9.537
133 H 0.028 3.335 -11.219
134 H 0.784 4.812 -11.460
135 H 0.756 5.284 -8.990
136 H 0.522 3.503 -8.709
137 Br -4.459 -1.947 -6.263
138 C -2.609 -1.207 -6.277
139 C -2.592 -0.033 -7.252
140 Br -0.762 0.780 -7.342
141 H -1.859 -1.977 -6.456
142 H -2.541 -0.813 -5.263
143 H -3.271 0.758 -6.934
144 H -2.937 -0.362 -8.232
145 Br -1.217 9.201 -10.093
146 C -2.867 8.186 -9.631
147 C -4.139 8.913 -10.185
148 Br -5.746 7.815 -9.893
149 H -3.009 8.207 -8.550
150 H -2.770 7.141 -9.926
151 H -4.135 9.187 -11.239
152 H -4.314 9.870 -9.694
153 C -7.557 3.812 -10.422
154 C -6.634 4.199 -9.233
155 O -7.611 4.219 -8.184
156 C -8.809 3.715 -8.482
157 O -9.747 3.560 -7.735
158 O -8.813 3.469 -9.829
159 H -7.199 2.917 -10.932
160 H -7.696 4.672 -11.077
161 H -6.092 5.140 -9.333
162 H -5.858 3.438 -9.147
163 C -7.572 7.958 -14.104
164 C -6.248 7.728 -13.416
165 O -5.322 8.473 -14.152
166 C -5.911 9.027 -15.199
167 O -5.421 9.815 -16.081
168 O -7.190 8.630 -15.282
169 H -8.236 8.546 -13.471
170 H -7.961 6.957 -14.288
171 H -6.015 6.665 -13.481
172 H -6.285 8.133 -12.404

---

Entry from the Open Molecules 2025 dataset: a 2-piece molecular cluster, C5H8O4 overall (ωB97M-V/def2-TZVPD).

The calculation puts the gap between HOMO and LUMO at 6.889 eV. Its total charge is -2. The calculation puts the LUMO energy at 6.507 eV. The calculation puts the energy above the lowest of the compared OMol25 structures with the same formula, charge and spin at 2.1425 eV. The highest occupied orbital energy is -0.38 eV.

Element x y z (Å)
1 C -1.510 -0.725 -0.212
2 C -1.917 0.732 -0.730
3 C -1.074 -0.483 1.304
4 O -1.070 -1.587 1.879
5 O -0.968 0.643 1.721
6 H -2.411 -1.377 -0.188
7 H -0.590 -1.291 -0.613
8 H -0.899 1.321 -0.808
9 H -2.722 1.129 -0.074
10 H -2.374 0.728 -1.701
11 C 1.604 -0.129 -0.221
12 C 2.956 0.516 0.169
13 O 3.854 -0.092 -0.502
14 O 3.218 1.458 0.851
15 H 0.794 0.442 0.108
16 H 1.310 -1.064 0.304
17 H 1.799 -0.221 -1.286

---

Table of largest force on an atom (eV/A), in record order: 1.72, 1.54, 2.16, 3.73, 5.93, 4.97